2 unconnected molecules or ions with the total composition C8H15N, computed with ωB97M-V with the def2-TZVPD basis set.

The calculation puts the largest force on an atom at 5.10 eV/A. The calculated total energy comes out at -368.414361 a.u. The LUMO energy (alpha / beta) comes out at 0.29 / -0.30 eV. The spin multiplicity is 1.

Last column: Mulliken charge in e.
Element x y z (Å)
N  -1.54  -2.29  -0.24  -0.656
C  1.04  -0.35  0.03  1.097
C  -1.51  1.07  1.23  -1.273
C  1.16  -1.29  1.25  -1.736
C  -1.48  0.21  -0.06  0.803
C  -1.59  -1.13  -0.10  0.297
C  -1.54  1.00  -1.35  -1.379
C  1.51  1.07  0.02  -1.322
C  1.17  -1.21  -1.10  -1.188
H  -2.52  1.29  1.59  0.405
H  0.88  -0.76  2.17  0.389
H  -0.54  1.03  -1.88  0.294
H  -1.01  2.07  1.19  0.315
H  1.03  -2.23  -0.90  0.374
H  2.09  -1.62  1.47  0.527
H  -1.84  1.99  -1.10  0.384
H  0.35  -2.08  1.20  0.364
H  1.66  1.41  1.06  0.316
H  2.50  1.30  -0.56  0.303
H  2.26  -1.29  -1.46  0.390
H  -2.35  0.56  -1.94  0.366
H  0.46  -0.75  -1.91  0.222
H  -1.09  0.45  1.99  0.309
H  0.90  1.56  -0.61  0.401